Here is the molecule C2H5PS2 from OMol25. Energies are from ωB97M-V with the def2-TZVPD basis set.

Each atom is followed by the atoms it is bonded to, with distances in Å.
Cartesian coordinates (Å):
1 C -1.11484 0.85216 -0.51891  C2 1.579, H6 1.043, H7 1.106, H8 1.133
2 C -0.15420 -0.30727 -0.04387  C1 1.579, P3 2.083, S4 1.733, S5 1.863
3 P 1.86378 0.19965 0.04823  C2 2.083, H9 1.486, H10 1.341
4 S -0.50155 -1.16606 1.42103  C2 1.733, S5 2.112
5 S -0.51906 -2.08039 -0.48225  C2 1.863, S4 2.112
6 H -1.30928 0.72632 -1.53596  C1 1.043
7 H -0.45360 1.73066 -0.40015  C1 1.106
8 H -1.97919 1.05374 0.18602  C1 1.133
9 H 2.07111 -1.26905 -0.04157  P3 1.486
10 H 2.09682 0.26023 1.36742  P3 1.341

Summary:
SMILES	CC1(P)SS1
electronic energy	-1216.8498	hartree
HOMO	-8.381	eV
relative energy (zero: lowest compared OMol25 entry of this formula, charge and spin)	185.9	kJ/mol
E_LUMO	-0.1451	eV
net charge	0
frontier orbital gap	0.30265	Ha
largest force on an atom	4.24	eV Å⁻¹


Here is the molecule C9H10N2 from OMol25. Energies are from ωB97M-V with the def2-TZVPD basis set.

Each atom is followed by the atoms it is bonded to, with distances in Å.
Cartesian coordinates (Å):
1 C -1.70783 0.16412 0.79574  C2 1.309, C11 1.545, H12 0.987
2 C -0.40622 0.15565 0.65370  C1 1.309, C3 1.561, C9 1.467
3 C 0.34138 0.47399 -0.67874  C2 1.561, C4 1.356, C8 1.438
4 C 1.29726 -0.40205 -1.07508  C3 1.356, C5 1.445, H13 1.036
5 C 1.75977 -0.14962 -2.42064  C4 1.445, C6 1.428, H14 1.016
6 C 1.37881 1.11751 -2.95693  C5 1.428, N7 1.328, H15 1.061
7 N 0.54612 2.00031 -2.41759  C6 1.328, C8 1.296
8 C 0.06012 1.76758 -1.23904  C3 1.438, N7 1.296, H16 1.074
9 C 0.21020 -0.77578 1.60445  C2 1.467, N10 1.438, H17 1.088, H18 1.240
10 N -0.88626 -1.45326 2.24187  C9 1.438, C11 1.384, H19 1.010
11 C -1.97725 -0.61319 2.10296  C1 1.545, N10 1.384, H20 1.098, H21 1.066
12 H -2.41133 0.79335 0.50605  C1 0.987
13 H 1.58369 -1.33550 -0.72816  C4 1.036
14 H 2.58797 -0.60252 -2.79618  C5 1.016
15 H 1.88862 1.38261 -3.84886  C6 1.061
16 H -0.51538 2.59896 -0.87735  C8 1.074
17 H 1.06327 -1.31592 1.20036  C9 1.088
18 H 0.78708 -0.12736 2.49076  C9 1.240
19 H -0.65100 -2.41943 2.41757  N10 1.010
20 H -2.09154 -0.05707 3.04300  C11 1.098
21 H -2.85750 -1.20238 1.98211  C11 1.066

Summary:
SMILES	C1=C(c2cccnc2)CNC1
electronic energy	-458.3293	hartree
HOMO	-8.079	eV
relative energy (zero: lowest compared OMol25 entry of this formula, charge and spin)	370.5	kJ/mol
E_LUMO	0.8773	eV
net charge	0
frontier orbital gap	0.32916	Ha
largest force on an atom	5.98	eV Å⁻¹